Formula: CH11NO3
Source: the OMol25 dataset
Level of theory: wB97M-V/def2-TZVPD

Geometry as XYZ:
```
16
Properties=species:S:1:pos:R:3:forces:R:3
H -0.37423 0.18068 1.04541 2.25 0.76 1.31
O 0.46483 0.92969 1.61440 -1.98 -0.77 -3.68
N -0.93351 -0.45897 0.02053 0.75 -1.09 -0.17
H 0.57053 0.69009 2.48985 0.20 -0.77 2.73
H -0.28646 -0.01625 -0.65877 -0.88 -0.47 0.14
H -1.82541 -0.01887 0.05229 -0.79 0.33 -0.51
C -1.06177 -1.92531 -0.27585 2.08 -0.51 2.68
H -1.52898 -2.51752 0.54745 -0.35 0.97 -0.67
H -1.44740 -2.14129 -1.21361 -1.30 -0.11 -1.65
H -0.08019 -2.47471 -0.29262 -0.32 1.20 0.05
O 1.20517 3.44645 1.15471 -0.58 0.74 -1.47
H 0.77418 2.65634 0.80393 -0.55 0.09 -0.43
H 1.58518 2.94963 1.84148 1.23 -0.45 1.94
O 0.72312 -0.42663 -2.21669 -2.55 -0.32 1.67
H 1.30685 -1.14730 -2.12134 1.50 -0.57 -0.52
H 0.90808 0.27398 -2.79118 1.28 0.96 -1.41
```
Positions in Å, forces in eV/Å.

## Properties
energy relative to the best compared isomer or geometry (same formula, charge and spin): 1.9863 eV
max |F|: 0.083 hartree/bohr
electronic energy: -8846.6123 eV
molecular weight: 85.10 u